An isolated molecule of C5H7N3O3 in a non-equilibrium geometry. Source: the OMol25 dataset; level of theory: ωB97M-V/def2-TZVPD.

Each atom is followed by the atoms it is bonded to, with distances in Å.
Element x y z (Å)
1 C -0.84304 -1.19805 -1.25448  C4 1.491, N6 1.263, H12 1.083
2 C 0.49283 0.88688 -1.70736  C4 1.518, N7 1.352, O9 1.210
3 C -0.60766 0.67717 1.68601  C5 1.873, N8 1.319, O10 1.194
4 C -0.51841 -0.11752 -2.22951  C1 1.491, C2 1.518, H13 1.095, H14 1.093
5 C 0.41176 -0.31050 0.46468  C3 1.873, N6 1.394, N7 1.433, O11 1.395
6 N -0.42471 -1.29125 -0.06691  C1 1.263, C5 1.394
7 N 0.94705 0.64826 -0.45631  C2 1.352, C5 1.433, H15 1.010
8 N -0.22340 0.38772 2.91371  C3 1.319, H16 1.008, H17 1.011
9 O 0.90233 1.80976 -2.37419  C2 1.210
10 O -1.45131 1.40818 1.26308  C3 1.194
11 O 1.42771 -0.86087 1.24672  C5 1.395, H18 0.967
12 H -1.49477 -1.99205 -1.59732  C1 1.083
13 H -0.11984 -0.55879 -3.14946  C4 1.095
14 H -1.42856 0.41790 -2.51304  C4 1.093
15 H 1.60659 1.31403 -0.07890  N7 1.010
16 H 0.56083 -0.23213 3.04489  N8 1.008
17 H -0.66754 0.82777 3.70835  N8 1.011
18 H 1.43014 -1.81653 1.10004  O11 0.967

gap between HOMO and LUMO = 9.455 eV
ΔE to the lowest compared entry with this formula, charge and spin = 0.0000 eV
2S+1 = 1
net charge = 0
LUMO = 0.020 Eh

Here are the Mulliken charges for atoms 1 to 2, given in e:
1. C -0.144
2. C 0.290